{
  "formula": "C98H115Cl2F30N16O2P5",
  "method": "the ωB97M-V functional and the def2-TZVPD basis",
  "total_charge": 8,
  "homo_energy_ev": -11.747,
  "multiplicity": 1,
  "orbital_gap_ev": 0.55,
  "symbols": ["C", "N", "C", "C", "C", "C", "C", "C", "C", "C", "N", "C", "C", "C", "H", "H", "H", "H", "H", "H", "H", "H", "H", "H", "H", "H", "H", "H", "C", "N", "C", "C", "C", "C", "C", "C", "C", "C", "N", "C", "C", "C", "H", "H", "H", "H", "H", "H", "H", "H", "H", "H", "H", "H", "H", "H", "C", "N", "C", "C", "C", "C", "C", "C", "C", "C", "N", "C", "C", "C", "H", "H", "H", "H", "H", "H", "H", "H", "H", "H", "H", "H", "H", "H", "C", "N", "C", "C", "C", "C", "C", "C", "C", "C", "N", "C", "C", "C", "H", "H", "H", "H", "H", "H", "H", "H", "H", "H", "H", "H", "H", "H", "C", "N", "C", "C", "C", "C", "C", "C", "C", "C", "N", "C", "C", "C", "H", "H", "H", "H", "H", "H", "H", "H", "H", "H", "H", "H", "H", "H", "C", "N", "C", "C", "C", "C", "C", "C", "C", "C", "N", "C", "C", "C", "H", "H", "H", "H", "H", "H", "H", "H", "H", "H", "H", "H", "H", "H", "C", "N", "C", "C", "C", "C", "C", "C", "C", "C", "N", "C", "C", "C", "H", "H", "H", "H", "H", "H", "H", "H", "H", "H", "H", "H", "H", "H", "C", "N", "C", "C", "C", "C", "C", "C", "C", "C", "N", "C", "C", "C", "H", "H", "H", "H", "H", "H", "H", "H", "H", "H", "H", "H", "H", "H", "P", "F", "F", "F", "F", "F", "F", "P", "F", "F", "F", "F", "F", "F", "P", "F", "F", "F", "F", "F", "F", "P", "F", "F", "F", "F", "F", "F", "P", "F", "F", "F", "F", "F", "F", "Cl", "Cl", "C", "C", "O", "O", "H", "H", "H"],
  "positions_angstrom": [[7.79449, -3.19363, 1.51951], [6.35440, -3.02774, 1.11375], [6.28052, -2.46297, -0.15148], [5.10817, -1.82124, -0.54889], [3.99450, -1.82392, 0.43477], [4.21830, -2.41185, 1.66264], [5.41729, -3.01755, 1.98816], [2.75117, -1.06805, 0.14005], [2.46316, -0.52606, -1.14525], [1.43280, 0.27817, -1.35383], [0.55532, 0.53724, -0.36245], [0.73806, 0.07408, 0.89957], [1.85622, -0.70782, 1.13990], [-0.57230, 1.43249, -0.72171], [8.10103, -2.23014, 1.87427], [8.29494, -3.48292, 0.64987], [7.89327, -3.97886, 2.27075], [7.14255, -2.59001, -0.76661], [5.05351, -1.18587, -1.42768], [3.47975, -2.44465, 2.48727], [5.56709, -3.40359, 2.97031], [3.22507, -0.69527, -1.83513], [1.36904, 0.72074, -2.35339], [0.00330, 0.35562, 1.64644], [1.84466, -1.11854, 2.15689], [-1.45537, 1.03859, -0.43611], [-0.51253, 1.52626, -1.81743], [-0.30671, 2.42020, -0.24378], [-15.74036, -0.18771, -20.38459], [-14.82697, -0.15918, -19.20930], [-14.19931, -1.28798, -18.86970], [-13.35036, -1.34763, -17.81360], [-13.11740, -0.15809, -17.11237], [-13.83857, 0.97737, -17.38197], [-14.68158, 0.99128, -18.45908], [-12.29608, -0.18750, -15.90116], [-12.70841, 0.62884, -14.80283], [-12.07113, 0.62352, -13.58060], [-11.08618, -0.30498, -13.38733], [-10.63670, -1.02152, -14.43229], [-11.22959, -0.97227, -15.66649], [-10.29273, -0.25568, -12.15623], [-16.55981, -0.90551, -20.29065], [-15.16232, -0.44889, -21.26179], [-16.17850, 0.84898, -20.44088], [-14.36250, -2.13993, -19.52818], [-12.91987, -2.28665, -17.52959], [-13.68768, 1.88797, -16.83217], [-15.19752, 1.81910, -18.95902], [-13.63893, 1.19297, -14.91652], [-12.43753, 1.10091, -12.71097], [-9.72851, -1.57428, -14.26545], [-10.79485, -1.66487, -16.38959], [-9.35829, 0.24617, -12.31169], [-10.10364, -1.28850, -11.80463], [-10.91022, 0.29647, -11.47474], [-6.86457, 12.52184, 2.13369], [-8.21875, 12.98769, 2.51208], [-8.61165, 14.29195, 2.40407], [-9.88091, 14.63708, 2.70527], [-10.83532, 13.68485, 3.15331], [-10.37677, 12.34177, 3.21070], [-9.06232, 12.03005, 2.83730], [-12.17298, 14.09400, 3.75305], [-13.16675, 14.81167, 3.07235], [-14.36667, 15.11678, 3.70915], [-14.47846, 14.88627, 4.99570], [-13.49949, 14.24310, 5.69320], [-12.32581, 13.77869, 5.08478], [-15.64680, 15.39406, 5.79604], [-6.49504, 11.78237, 2.91436], [-6.14713, 13.31592, 1.96362], [-6.96676, 11.88677, 1.24677], [-7.84604, 15.01186, 2.17252], [-10.26729, 15.60622, 2.34841], [-10.91745, 11.46825, 3.62518], [-8.59812, 11.06357, 2.87768], [-13.01885, 15.04405, 2.03842], [-15.17882, 15.65101, 3.21185], [-13.61943, 14.15694, 6.77999], [-11.55835, 13.22060, 5.55788], [-15.61607, 16.47765, 5.72346], [-15.46086, 15.14406, 6.80097], [-16.57826, 15.00937, 5.45760], [0.70226, -4.64738, 9.22479], [1.38724, -5.43946, 10.34062], [2.14669, -4.84573, 11.26455], [2.80819, -5.62879, 12.18273], [2.61549, -7.00223, 12.19238], [1.62427, -7.56671, 11.36529], [1.16375, -6.77840, 10.37345], [3.29434, -7.86041, 13.16412], [2.70538, -9.00836, 13.64044], [3.33905, -9.81246, 14.56907], [4.56756, -9.43377, 14.97488], [5.22385, -8.36498, 14.45283], [4.62438, -7.60740, 13.52086], [5.25791, -10.19533, 16.10658], [-0.24699, -5.10866, 8.94212], [1.33954, -4.56744, 8.41599], [0.48225, -3.75453, 9.75111], [2.26214, -3.76256, 11.19711], [3.53761, -5.15877, 12.88574], [1.33481, -8.64745, 11.35764], [0.56118, -7.16607, 9.54214], [1.71402, -9.24846, 13.36623], [2.90157, -10.72742, 15.00517], [6.20767, -8.19905, 14.80800], [5.21083, -6.93010, 12.83439], [5.88369, -10.94317, 15.78864], [4.49074, -10.67612, 16.71645], [5.83612, -9.43353, 16.65514], [-0.29962, 4.07490, 3.74417], [-1.54785, 3.79487, 2.95357], [-2.00039, 2.47984, 2.90652], [-3.30897, 2.27629, 2.51818], [-4.05874, 3.41888, 2.15729], [-3.49531, 4.67576, 1.99142], [-2.18602, 4.80883, 2.36462], [-5.49579, 3.28134, 1.84540], [-6.07614, 2.31899, 1.02543], [-7.41935, 2.39707, 0.65451], [-8.17891, 3.24884, 1.30962], [-7.68985, 4.16086, 2.14714], [-6.40919, 4.27943, 2.34179], [-9.64498, 3.04485, 1.44997], [-0.55944, 4.26972, 4.81078], [0.14428, 5.00424, 3.40534], [0.40010, 3.25005, 3.69058], [-1.27095, 1.75017, 3.16223], [-3.75079, 1.25681, 2.41998], [-4.00914, 5.47711, 1.43527], [-1.63863, 5.74996, 2.39919], [-5.51719, 1.52659, 0.64686], [-7.81265, 1.61649, 0.02006], [-8.41453, 4.79210, 2.66225], [-6.05012, 5.11667, 2.96224], [-9.68444, 2.53521, 2.38661], [-10.01445, 2.47217, 0.64082], [-10.17028, 3.99131, 1.53435], [3.31870, 4.09763, -4.11450], [4.36643, 4.15339, -3.06511], [5.15323, 5.21549, -3.02587], [6.12351, 5.27541, -2.12550], [6.26544, 4.25027, -1.18872], [5.58327, 3.03712, -1.29988], [4.60912, 3.07520, -2.26880], [7.11100, 4.45949, -0.00620], [8.48955, 4.53272, 0.04400], [9.12654, 4.57373, 1.25447], [8.36736, 4.57597, 2.41514], [7.04376, 4.59107, 2.37364], [6.40513, 4.49632, 1.17712], [9.07880, 4.59799, 3.71904], [2.50962, 4.79388, -3.79718], [2.97956, 3.14536, -4.40793], [3.76461, 4.46593, -5.02788], [4.91422, 6.05930, -3.71574], [6.77406, 6.14197, -2.09360], [5.80120, 2.20100, -0.68380], [3.99120, 2.20828, -2.41875], [9.06364, 4.35094, -0.89092], [10.12369, 4.64688, 1.32262], [6.60531, 4.52773, 3.33860], [5.35873, 4.53327, 1.20723], [10.07059, 5.00048, 3.50814], [9.20522, 3.55058, 4.05477], [8.58200, 5.31437, 4.41138], [7.85788, -2.91594, -7.57483], [6.68569, -3.07386, -6.64983], [5.44922, -3.24264, -7.19498], [4.38248, -3.36038, -6.33047], [4.59312, -3.17980, -4.95849], [5.82851, -2.96562, -4.44153], [6.90718, -2.89774, -5.30871], [3.50261, -3.36967, -4.02258], [3.85539, -4.09366, -2.87066], [2.82805, -4.46246, -2.06476], [1.55229, -4.09421, -2.37038], [1.23601, -3.21214, -3.32107], [2.19065, -2.87388, -4.25520], [0.53194, -4.77910, -1.55811], [7.65811, -2.09530, -8.29242], [7.99258, -3.85018, -8.12179], [8.77889, -2.69587, -6.98719], [5.31815, -3.33822, -8.23965], [3.47350, -3.63309, -6.78102], [6.05730, -2.83617, -3.37171], [7.81746, -2.54316, -4.99673], [4.85368, -4.35896, -2.61184], [2.88512, -5.20189, -1.23930], [0.20195, -3.01509, -3.45016], [1.88400, -2.24145, -5.11014], [0.60708, -5.87870, -1.75115], [-0.40529, -4.48986, -1.93170], [0.80995, -4.61847, -0.50979], [6.88024, -7.79910, -2.37538], [8.10828, -8.43969, -1.77217], [8.93035, -7.58204, -1.14994], [10.13747, -8.01246, -0.59444], [10.44108, -9.36790, -0.73291], [9.46902, -10.24933, -1.23126], [8.30046, -9.80408, -1.73598], [11.77420, -9.98994, -0.32216], [11.95726, -11.27983, 0.21223], [13.25031, -11.74035, 0.43319], [14.32077, -10.94159, 0.22958], [14.17482, -9.71186, -0.23168], [12.90263, -9.23804, -0.43943], [15.66673, -11.45526, 0.44276], [6.37969, -8.55471, -3.03453], [7.20886, -6.97492, -3.01020], [6.16424, -7.32551, -1.65722], [8.67589, -6.55775, -1.14644], [10.73226, -7.21932, -0.17608], [9.69901, -11.25670, -1.19691], [7.54585, -10.35598, -2.08144], [11.15726, -12.03278, 0.39599], [13.52302, -12.67980, 0.83291], [14.98206, -9.03153, -0.36173], [12.89970, -8.22995, -0.87084], [16.39153, -10.88817, -0.04208], [15.72797, -12.48183, 0.06518], [15.75641, -11.46362, 1.57827], [6.33817, 1.08146, 2.31347], [7.76367, 1.70910, 1.89660], [5.54368, 2.31239, 1.58580], [6.30246, 0.26343, 0.87091], [4.97750, 0.41767, 2.87121], [7.15594, -0.16371, 2.94683], [6.38327, 1.97362, 3.59954], [-0.92187, -0.87704, 4.43337], [-2.32697, -0.44619, 3.64382], [-1.60122, -2.14443, 5.08498], [-0.52706, -1.73857, 3.12174], [0.50672, -1.21004, 5.11997], [-0.16045, 0.46625, 3.75030], [-1.39303, 0.11002, 5.63721], [-6.58658, 8.28611, 2.53230], [-7.20273, 7.86753, 3.92647], [-5.30064, 7.17927, 2.58766], [-7.39328, 7.07903, 1.86461], [-5.96857, 8.77699, 1.11279], [-7.78909, 9.34527, 2.28672], [-5.71122, 9.44037, 3.27267], [2.15524, 4.01093, 0.24406], [1.34951, 5.43020, 0.24303], [2.63596, 4.03562, 1.75911], [0.87444, 3.20860, 0.79078], [2.98902, 2.56845, 0.19478], [1.60294, 3.68109, -1.25637], [3.48414, 4.78125, -0.23319], [4.13644, -6.46261, 0.94903], [3.27894, -7.44140, 1.85661], [3.12907, -5.21136, 1.33139], [5.02856, -5.99665, 2.20807], [5.02721, -5.46280, -0.02741], [5.20349, -7.57112, 0.71572], [3.16577, -6.95111, -0.37374], [4.30329, -0.21486, -3.99454], [8.18014, -4.45082, -1.82624], [-3.76697, -6.20238, 5.27288], [-3.06441, -1.55293, -0.96306], [-3.80000, -0.71834, -0.68791], [-2.05836, -2.16162, -1.02545], [-4.23061, -7.01930, 4.69958], [-4.16110, -5.98489, 6.33511], [-2.84438, -5.76086, 5.00086]],
  "forces_ev_per_a": [[-1.531, -0.734, 0.981], [3.478, 0.869, -2.264], [-2.627, 0.347, 0.702], [-0.796, -0.687, 2.653], [1.879, 0.204, -1.477], [-1.426, -0.295, 0.792], [-1.823, 0.660, 0.266], [-0.790, 0.995, -0.058], [2.239, -1.862, 2.815], [-0.781, 0.635, -0.589], [-0.533, 0.357, -0.098], [0.426, 0.257, -1.815], [-0.945, -0.821, 1.365], [3.714, 2.155, -0.894], [0.297, 0.410, 0.316], [1.007, -0.436, -1.254], [-0.165, 0.219, 0.032], [0.457, 0.118, -0.191], [0.149, -0.431, -0.210], [0.296, 0.218, -0.916], [0.392, -0.300, 0.350], [0.554, -0.012, -1.860], [-0.618, 0.114, 0.591], [0.226, -0.221, -0.055], [0.555, 0.289, -0.371], [-2.904, -1.313, 1.090], [-0.343, 0.135, 0.534], [-0.913, -1.190, -0.777], [-0.454, 1.495, 0.197], [-0.503, 0.636, 0.467], [-0.094, -0.777, -0.878], [0.211, 0.760, 0.086], [0.421, -1.440, 1.439], [-0.601, 1.121, -1.093], [-0.345, -1.081, -1.921], [-1.876, 1.943, 0.850], [-0.415, 0.303, 0.065], [-0.418, -1.915, -1.476], [0.733, 1.063, -0.625], [0.186, 0.247, 0.244], [2.002, -2.238, -0.140], [-0.561, -1.140, 0.161], [0.262, 0.057, 0.432], [0.081, 0.223, -0.208], [0.432, -1.239, -0.371], [-0.152, 0.128, 0.268], [0.283, -0.204, 0.019], [0.016, 0.185, 0.014], [0.238, 0.012, 0.995], [0.566, 0.010, 0.297], [-0.202, 0.697, 0.549], [-0.020, -0.332, 0.097], [-0.225, 0.413, -0.103], [0.441, 0.335, -0.205], [-0.199, 0.645, -0.073], [0.081, 0.068, 0.740], [0.678, -1.672, 0.625], [0.670, 1.164, -0.654], [1.137, -1.216, 0.332], [-2.623, 0.455, -0.916], [0.932, -1.048, 0.117], [0.008, -0.054, 0.481], [-1.140, 0.626, 0.753], [0.787, 0.134, -1.139], [0.013, -0.744, 0.282], [0.897, 0.715, -1.596], [0.149, -0.875, 2.479], [0.751, -0.265, 0.291], [-2.100, 0.900, -0.192], [1.043, 0.936, -0.935], [-0.363, 1.211, -0.708], [-0.237, 0.211, 0.129], [0.008, 0.405, -0.050], [0.068, 0.041, -0.364], [0.559, -0.143, 0.922], [-0.151, 0.938, -0.447], [-0.363, -0.615, 0.020], [-0.165, 0.198, -0.401], [0.216, -0.262, 0.158], [-0.250, -0.037, -0.608], [0.271, -0.228, 0.900], [-0.200, 0.075, -0.105], [0.014, -0.438, 1.155], [-0.588, -0.445, -0.446], [-0.635, -1.301, 2.983], [-1.296, -0.309, -1.976], [0.827, 0.332, 0.445], [1.078, 1.360, 0.179], [-0.386, -1.487, 1.504], [0.325, -0.968, -0.467], [-1.189, -0.079, -0.941], [0.175, 0.758, -1.121], [-0.094, -1.033, 1.140], [0.004, 0.439, -0.385], [0.904, -1.214, 1.639], [-0.544, -0.857, 0.219], [0.625, 1.322, -1.948], [-1.837, 2.519, 0.458], [0.299, -0.178, 0.165], [1.298, 0.423, -1.596], [-0.228, 1.327, -0.300], [-0.091, -0.380, 0.108], [-0.905, -0.388, -0.658], [0.512, 1.212, 0.064], [0.167, 0.195, 0.555], [-0.845, -0.346, -0.211], [0.339, 0.725, -0.276], [0.781, 0.037, 0.187], [-0.576, -0.402, 1.488], [1.561, -1.624, -1.339], [0.072, 0.437, 0.092], [-0.418, -0.560, 0.047], [-0.433, 0.438, 0.573], [0.741, -1.516, 0.306], [-0.605, 2.355, -0.325], [-0.118, 0.040, -0.461], [-0.424, -0.973, -0.307], [-0.170, -0.077, -1.058], [0.541, 0.542, 1.279], [-1.894, 1.231, -0.128], [-0.288, 1.203, 0.132], [1.580, -0.977, 1.038], [-1.981, -0.007, -0.268], [-2.876, 0.670, -0.039], [5.023, 0.160, 1.042], [0.689, 0.607, 0.049], [-0.183, -0.472, -0.774], [0.141, -0.118, -0.441], [-0.033, -0.099, -0.214], [0.149, -0.627, 0.549], [0.582, 0.950, 0.473], [0.161, -0.311, 0.831], [-0.288, -0.139, -0.304], [0.964, -1.125, -0.788], [-0.533, 0.319, -0.051], [0.221, -0.105, -0.320], [-0.093, -0.534, -0.353], [-0.714, -0.597, 0.520], [-0.396, -0.617, -0.676], [0.163, 0.075, -0.175], [-0.031, 2.213, 0.294], [-0.458, -2.455, -0.107], [-1.353, 1.580, -1.877], [1.708, 0.368, 1.711], [0.805, -0.347, -0.152], [0.018, 2.275, -1.239], [-0.566, -0.457, -0.537], [-0.350, -0.190, 0.720], [0.757, -0.930, -1.258], [-4.524, -0.004, 0.769], [1.929, 0.591, -1.126], [1.144, -0.517, 0.255], [0.179, 1.056, -0.005], [0.351, 0.158, -0.217], [0.389, -0.762, -0.299], [-0.348, -1.447, 0.612], [0.166, 0.436, -0.126], [0.295, -0.961, 0.547], [-0.156, -0.017, 0.160], [-0.212, -0.566, 0.459], [-0.268, -0.066, -0.324], [-0.249, 0.582, 0.880], [3.434, 0.041, 0.574], [-0.782, 0.161, 0.428], [-1.272, -0.168, -0.230], [-0.056, -0.051, 0.176], [-0.422, 0.715, 0.181], [0.183, -0.965, -0.386], [0.163, 0.298, 0.071], [0.900, 1.029, -0.199], [0.504, -0.318, 2.436], [1.632, 0.464, 0.023], [-1.189, -0.490, -0.995], [2.465, 0.352, 0.266], [-3.458, -0.440, -1.622], [-0.700, 0.479, 0.339], [-1.337, 0.889, -0.510], [-1.292, -0.902, 0.548], [0.854, -0.471, 1.139], [0.824, -1.077, -0.884], [0.590, -0.069, 0.263], [1.384, -1.408, 0.094], [0.101, -0.464, 0.526], [0.017, 0.108, 0.068], [-0.864, -0.168, -0.437], [0.372, -0.084, -0.908], [-1.306, -0.054, -0.077], [-0.338, 0.002, -0.718], [2.301, 0.200, 0.512], [0.576, -0.348, -0.012], [0.287, 0.746, -0.537], [-0.722, 0.413, 0.078], [0.670, -0.455, 0.647], [0.139, 0.867, 0.133], [-1.404, 0.690, 0.283], [-0.797, 0.135, -0.169], [-0.697, -0.535, -0.838], [-1.059, 0.391, 0.719], [0.924, -1.812, -0.018], [-0.680, -0.598, -0.880], [0.614, -0.404, 0.806], [0.697, 1.316, 0.387], [2.018, 4.124, 0.964], [-1.271, -0.071, 0.583], [-0.118, -1.179, -0.246], [-0.341, 1.485, -0.032], [0.064, -0.128, -0.950], [-1.418, 0.273, 0.558], [0.952, 1.866, -1.349], [-0.894, -1.995, 2.793], [0.369, 0.603, 0.830], [0.282, -0.123, 0.079], [0.864, -0.908, -0.043], [-0.554, 1.304, -0.175], [0.469, -0.254, 0.246], [0.106, -1.936, -0.185], [-2.720, -2.235, -1.449], [0.522, 0.966, -0.148], [-0.219, -1.011, 0.237], [0.916, -0.138, -0.085], [-0.421, -0.350, 0.301], [1.080, 1.220, -0.606], [-0.052, 0.216, 0.167], [0.572, -0.062, -1.499], [0.095, -0.941, -0.661], [0.416, 0.491, -0.772], [-0.295, -1.056, -0.202], [-0.433, 0.417, 0.649], [-0.173, -0.057, -1.005], [-0.107, -0.042, 0.296], [0.375, 0.554, 1.792], [-0.090, 0.783, 0.321], [0.605, -0.074, 0.060], [-0.198, 0.064, 0.161], [0.281, 0.185, -0.171], [-0.664, 0.065, -0.075], [-0.146, -0.361, -0.258], [0.458, -0.664, -0.281], [2.296, 0.348, -0.863], [0.170, -0.332, 0.657], [-0.576, 0.873, 0.914], [-0.913, -0.113, -0.850], [-0.311, -0.345, 0.068], [-0.625, 0.014, 0.097], [-0.132, -0.495, -0.087], [0.793, -1.098, 0.279], [0.426, -1.074, 0.431], [0.104, 1.639, 0.777], [-1.166, 0.061, 0.624], [-0.356, 0.220, -0.939], [0.618, 0.546, -0.260], [-0.305, 0.066, -0.464], [-0.927, 0.903, 0.976], [-0.305, 0.001, 0.076], [-0.033, -0.475, -1.233], [0.250, 0.558, 0.523], [-0.996, -0.166, -0.195], [0.822, -1.701, -1.377], [1.251, 1.015, 0.973], [-0.114, 0.143, 0.138], [-0.106, -0.090, -0.327], [-1.526, -0.562, 2.200], [3.897, -0.113, 1.282], [-2.114, 0.472, -0.398], [-1.736, -0.336, -0.862], [0.353, 0.634, 0.311], [0.602, -0.375, -2.054], [0.621, 0.323, -0.416]],
  "mulliken_charge": [-0.9042, 0.9690, -1.2410, -0.8547, 1.9850, -0.7600, -1.2153, 1.0801, 0.0862, -0.0394, 0.6687, -0.8221, -0.3457, -0.9939, 0.2202, 0.2780, 0.3625, 0.8005, 0.2311, 0.4655, 0.6124, -1.1841, 0.4465, 0.2654, 0.3403, 0.5189, 0.2810, 0.1381, -0.7919, 0.0067, -0.4013, -0.7681, 0.9715, -0.7393, -0.2475, 0.9773, -0.8001, -0.3738, 0.0382, -0.2345, -0.6425, -0.9089, 0.3679, 0.3904, 0.2191, 0.4720, 0.4524, 0.5677, 0.3714, 0.4261, 0.3740, 0.4613, 0.4423, 0.3736, 0.3721, 0.2743, -0.8291, 0.0700, -0.1574, -0.6216, 0.5508, -0.8907, -0.1437, 0.7471, -0.5235, -0.2856, -0.0007, -0.1813, -0.7852, -0.8720, 0.2636, 0.3461, 0.3897, 0.4282, 0.4031, 0.4663, 0.6694, 0.4976, 0.4682, 0.3568, 0.5869, 0.4153, 0.2826, 0.3595, -1.1002, 0.0743, -0.1744, -0.7011, 0.9705, -0.7729, -0.3187, 1.0012, -0.9159, -0.2330, 0.0165, -0.2520, -0.6677, -0.9229, 0.4027, 0.3603, 0.3580, 0.4098, 0.4101, 0.2968, 0.3825, 0.4536, 0.4078, 0.4636, 0.3889, 0.3393, 0.3578, 0.3589, -0.8109, 0.3212, -0.8581, -0.8887, 1.2000, -0.6311, -0.5315, 0.6175, -0.9643, -0.2733, 0.0619, -0.2237, -0.7546, -0.9538, 0.3423, 0.3348, 0.2463, 0.8751, 0.6339, 0.6989, 0.5286, 0.7578, 0.3918, 0.4033, 0.3883, 0.4430, 0.3308, 0.3071, -1.0406, 0.4782, -0.5778, -0.7931, 0.6924, -0.5048, -0.7193, 0.6059, -0.5565, -0.4025, 0.1784, -0.3288, -0.5396, -0.9703, 0.3302, 0.3072, 0.4663, 0.4421, 0.5654, 0.8214, 0.4025, 0.4299, 0.6093, 0.4514, 0.3578, 0.3623, 0.3293, 0.3877, -0.9081, 0.0745, -0.6468, -0.9318, 0.3832, -0.2116, -0.6947, 0.9474, -0.4636, -0.8102, 0.3072, -0.5823, -0.2454, -0.8871, 0.3635, 0.3590, 0.3028, 0.5217, 0.6056, 0.3192, 0.5273, 0.9077, 0.3217, 0.5196, 0.5140, 0.3360, 0.3586, 0.3306, -1.0213, 0.1918, 0.2276, -0.9021, 1.0080, -0.7356, -0.6663, 1.1027, -0.7087, -0.1941, -0.0205, -0.2671, -0.7597, -0.9419, 0.3144, 0.4035, 0.2666, 0.0658, 0.5309, 0.5117, 0.5582, 0.3742, 0.5184, 0.4195, 0.3978, 0.3577, 0.3660, 0.3657, 1.7079, -0.3934, -0.7604, -0.3067, -0.3210, -0.3514, -0.4036, 1.3471, -0.3778, -0.3494, -0.3467, -0.4099, -0.5944, -0.3779, 1.1803, -0.3604, -0.3366, -0.3483, -0.3769, -0.3560, -0.3836, 1.5178, -0.4772, -0.4617, -0.3912, -0.3133, -0.4427, -0.2447, 1.3578, -0.3625, -0.3301, -0.3586, -0.0994, -0.3879, -0.4441, -0.5663, -0.6524, -0.6408, 0.7805, -0.3956, -0.3743, 0.2351, 0.1701, 0.1985]
}